23
Properties=species:S:1:pos:R:3 method="wB97M-V/def2-TZVPD" total_charge=0 e_above_lowest_kj_mol=459.19 homo_energy_ev=-7.1183 multiplicity=1 smiles="CC(N)=C=N.CC(C)O"
H -3.13514 0.70937 -0.74733
H 0.76922 1.78749 -1.00603
H -0.95792 -0.47626 -0.63205
H -1.55406 -2.25057 1.02489
H -3.37332 -1.01231 -0.37690
N 2.78302 0.55761 0.74076
H 2.71888 -0.59315 0.99977
C -1.17951 -1.27521 1.34030
O -0.90471 1.05540 0.66128
C -2.96693 -0.07029 -0.00333
H -1.66201 -1.01776 2.28918
C 1.96097 -1.08063 -0.46089
H 3.19270 1.43096 1.05636
H 2.42900 2.32772 -1.36108
H -1.27549 1.30831 1.51535
C 2.21348 0.40421 -0.41661
H 1.65975 1.06397 -2.35116
N 1.39233 -1.74165 -1.37594
H 1.22697 -1.21060 -2.24638
C -1.47814 -0.21478 0.29086
H -3.51418 0.20053 0.90484
H -0.10452 -1.36882 1.49332
C 1.75963 1.46644 -1.33920

23
Properties=species:S:1:pos:R:3 method="wB97M-V/def2-TZVPD" total_charge=0 e_above_lowest_kj_mol=482.67 homo_energy_ev=-8.0749 multiplicity=1
N 1.37429 -0.20841 -0.26783
H -2.64514 0.11269 -0.41648
H 1.66001 -2.20102 -0.50139
H 0.81914 1.94675 -1.17362
H -1.28028 0.77963 0.51031
H 1.90927 1.98753 2.27722
H 1.15902 2.94327 0.14985
H -0.58537 -1.82612 0.68000
C 1.54276 -1.38622 0.20342
N 0.84333 2.04455 -0.16779
C 1.82892 1.03638 1.77601
C -1.59818 -1.36656 0.77317
H -1.75170 1.26095 -2.08118
H 2.20352 0.17836 2.30903
C -1.65793 -0.09801 -0.00038
H -1.37956 -1.09943 -1.95335
C -0.69459 -0.29073 -1.69168
C 1.36319 0.95445 0.51938
H 1.63099 -1.62146 1.26336
H -1.74994 -1.21193 1.84150
H -2.30705 -2.11037 0.40708
O -0.90113 0.89763 -2.36206
H 0.21640 -0.72194 -2.09457

23
Properties=species:S:1:pos:R:3 method="wB97M-V/def2-TZVPD" total_charge=0 e_above_lowest_kj_mol=786.04 homo_energy_ev=-9.5504 multiplicity=1 smiles="CCCCCN(C)N=O"
N 1.67115 0.34016 -0.19184
C 0.79995 1.32724 0.34685
H 1.25279 2.32291 0.39609
H -3.01075 -1.04315 -0.90738
H -0.41903 2.36091 -1.36340
C -1.20019 0.19579 -1.21482
H 3.50653 -0.33898 1.05329
H 1.98605 0.39857 1.94622
H -2.45941 0.17328 0.49236
C -2.28723 -0.54957 -0.27948
H -2.06725 -2.24321 1.18665
H -0.24774 -0.47033 -1.28719
H -1.60535 2.09470 0.04223
C -1.46986 -1.44475 0.56821
C -0.66599 1.56074 -0.57366
C 2.30518 -0.22810 0.96431
H 2.22590 -1.39215 1.08796
H -1.76416 0.04443 -2.09204
H -0.73891 -2.20184 -0.15287
H 0.52432 1.15181 1.43834
O 2.62001 -1.10219 -1.30877
H -0.65498 -0.71239 1.22364
N 1.69896 -0.24385 -1.37470

23
Properties=species:S:1:pos:R:3 method="wB97M-V/def2-TZVPD" total_charge=0 e_above_lowest_kj_mol=638.14 homo_energy_ev=-8.8656 multiplicity=1 smiles="CCCCN(CC)N=O"
C 0.70358 0.14932 2.03243
H -1.35764 -2.98349 -1.96591
H -0.56917 -2.66920 -0.57060
H 1.88004 0.16849 1.79135
O 2.39722 -0.11486 -0.23126
H 0.07101 -0.71864 1.84409
H -0.83081 1.55582 2.88241
C -0.51666 -1.02767 -2.02919
H 0.70674 0.00793 3.22269
C -0.08670 1.61514 1.99156
H -1.44925 -0.55745 -2.03269
N 1.49659 -0.74610 -0.95363
C 0.11150 1.26632 -0.60804
H -1.54568 2.37312 0.61579
C -0.54320 -2.43789 -1.57020
H -1.48893 0.62701 0.53613
N 0.38762 -0.20352 -0.98312
H 0.48156 -2.82456 -1.77708
H 0.59399 2.34072 2.10047
H 0.08403 -1.00048 -3.01910
H 0.85348 1.93003 -0.57304
C -0.87905 1.55139 0.67894
H -0.50028 1.69858 -1.38200

23
Properties=species:S:1:pos:R:3 method="wB97M-V/def2-TZVPD" total_charge=0 e_above_lowest_kj_mol=428.97 homo_energy_ev=-7.6449 multiplicity=1
C 1.76177 1.37908 -0.80738
H 2.83599 1.48280 -0.65004
H -0.27329 -0.92609 -2.20515
H 3.02965 -0.90672 0.24567
C -1.26691 0.92740 0.10070
H -2.16697 1.16709 -0.44597
C -2.07394 -1.48883 0.72637
C 2.03694 -1.06082 -0.18335
C -0.39383 0.01684 -0.56552
O -0.55039 -0.03481 -1.94479
H -0.57478 1.08885 2.02747
H 2.13352 -1.33826 -1.23202
H 1.58681 1.22245 -1.87240
H 1.07994 0.44122 1.02534
H -2.94136 -1.25628 0.08527
C 1.22360 0.20330 -0.02801
H 1.58459 -1.87803 0.37311
H 1.25533 2.29738 -0.51960
H -2.03106 1.84937 1.73401
H -2.24297 -1.09432 1.74042
H -2.03021 -2.57642 0.84399
N -0.81980 -1.04356 0.21626
N -1.16264 1.52835 1.33561

23
Properties=species:S:1:pos:R:3 method="wB97M-V/def2-TZVPD" total_charge=0 e_above_lowest_kj_mol=586.27 homo_energy_ev=-6.5834 multiplicity=1
C 0.18550 0.17174 0.50891
N -1.75112 -1.26891 2.17470
H 1.34166 1.42298 -1.39007
H 0.70802 -0.22112 1.35541
C 1.56549 0.47284 -0.90595
H 2.85966 1.40086 0.54958
H 1.57558 -1.63798 -1.33038
C -2.09935 -0.10824 1.41821
H -2.94295 -1.32286 0.20453
H -2.44466 -1.53949 2.87040
C -0.81071 0.75909 0.03479
H 2.99239 -0.36402 0.47625
H -1.94270 0.61226 -1.58462
O -3.14432 -0.43305 0.52668
N -1.49437 1.29298 -0.98270
H -0.85043 -1.18459 2.62573
H -2.44310 0.76017 1.99396
H 2.25211 -0.66343 -2.62972
H -2.11133 2.06396 -0.77230
H 3.73018 0.62871 -0.77686
C 2.85211 0.54128 -0.12349
C 1.46662 -0.68860 -1.86225
H 0.50574 -0.69458 -2.38081